Entry from the OMol25 dataset: C22H24F6IrN7O6S2 as an isolated structure at a distorted geometry (ωB97M-V/def2-TZVPD).

Element x y z (Å)
C  -1.6403  1.4779  -2.8061
H  -2.6396  -1.9102  -4.4371
H  4.0915  0.0982  1.3422
H  2.0642  -1.6712  -1.0992
C  -2.0887  2.5079  -3.6406
O  -0.4075  1.8083  0.8474
C  -0.7657  4.0403  -2.3883
Ir  -0.4384  0.2937  -0.3030
H  -5.7515  0.2848  2.2436
C  2.6430  0.0792  4.8141
H  2.1137  -1.1960  0.5980
H  4.2602  2.3796  0.4429
H  -2.7679  2.2707  -4.4490
N  4.4171  0.2634  0.3673
F  -1.8006  -3.3116  2.4751
H  -3.1176  -1.3491  -0.7164
C  3.8813  1.5588  -0.1638
C  2.4053  -0.9041  -0.4097
C  -4.7988  0.2709  1.7310
C  -1.9816  -2.1061  -3.6004
N  1.4410  -1.4875  2.9490
C  -3.7877  1.1510  2.0977
C  -3.3345  -0.6406  0.0692
H  0.2811  -2.6233  -0.6120
H  2.0230  1.6067  0.9227
H  4.2765  -0.6659  -1.5125
H  -2.7451  0.1841  -3.8584
H  -0.3980  5.0342  -2.1782
C  -0.6742  -3.5713  -2.2543
S  2.2783  -0.1196  3.0042
C  -1.6538  3.7915  -3.4384
C  -0.3912  3.0024  -1.5873
H  -5.3096  -1.3602  0.4182
O  -1.0038  -0.6764  3.1443
C  -4.5583  -0.6419  0.7154
O  1.4675  0.9954  2.5769
F  1.5031  0.3433  5.4257
H  -1.8392  -4.2032  -3.9636
F  3.4851  1.0852  4.9345
H  5.4398  0.2753  0.3939
H  4.2638  1.6734  -1.1787
H  -3.8932  1.8569  2.9109
F  3.1698  -1.0347  5.2659
C  -1.5781  -1.0405  -2.7875
O  -1.2815  2.5851  2.7621
F  -0.0367  -3.7946  3.6436
N  -0.8099  1.7146  -1.7782
O  3.5348  -0.3022  2.3188
N  -0.7644  -1.2227  -1.7368
C  -1.5321  -3.3747  -3.3390
C  3.9179  -0.8484  -0.4992
C  2.3628  1.5584  -0.1067
H  4.3338  -1.7905  -0.1456
N  -2.3775  0.2333  0.4002
H  2.0307  2.4522  -0.6286
C  -0.3292  -2.4956  -1.4881
C  -0.4797  -3.2629  2.5395
S  -0.0161  -1.4591  2.4767
H  1.7583  0.4939  -1.7630
O  -0.0149  -1.2327  0.9672
H  0.2101  3.1817  -0.7125
H  -0.2953  -4.5504  -1.9989
H  -1.9961  4.5932  -4.0794
N  -2.0885  0.2050  -3.0916
F  0.0402  -3.8752  1.4806
C  -2.5953  1.0890  1.4173
N  1.7031  0.3737  -0.7515
C  -1.4152  1.9089  1.8075

As for the expectation value of S²: 0.755. Its total energy is -86707.3025 eV. As for the maximum force: 4.423 eV/A. Its net charge is +3. As for the frontier orbital gap (alpha / beta): 8.524 / 5.367 eV. The HOMO energy (alpha / beta) is -17.47 / -17.46 eV. Its multiplicity is 2. Its molar mass is 852.82 g mol⁻¹.